{"formula": "C38H69Cl2F2N4O7S", "method": "the ωB97M-V functional and the def2-TZVPD basis", "homo_lumo_gap_ev": [9.04, 9.14], "mol_weight_g_mol": 835.0, "spin_multiplicity": 4, "energy_ha": -3752.9480, "s_squared": 3.76, "largest_force_ev_per_a": 7.13, "symbols": ["C", "C", "Cl", "C", "Cl", "C", "C", "C", "C", "F", "C", "C", "C", "O", "F", "O", "S", "O", "O", "C", "N", "H", "H", "H", "H", "H", "H", "H", "H", "H", "H", "H", "H", "H", "H", "H", "C", "C", "C", "C", "C", "C", "N", "O", "C", "C", "C", "H", "H", "H", "H", "H", "H", "H", "H", "H", "H", "H", "H", "H", "H", "H", "H", "H", "H", "C", "C", "C", "C", "C", "C", "N", "O", "C", "C", "C", "H", "H", "H", "H", "H", "H", "H", "H", "H", "H", "H", "H", "H", "H", "H", "H", "H", "H", "C", "C", "C", "C", "C", "C", "N", "O", "C", "C", "C", "H", "H", "H", "H", "H", "H", "H", "H", "H", "H", "H", "H", "H", "H", "H", "H", "H", "H"], "positions_angstrom": [[-3.750, 6.456, 5.589], [-2.405, 6.269, 4.762], [-1.163, 5.118, 5.493], [-2.090, 6.944, 3.537], [-0.439, 6.575, 2.848], [-3.137, 7.983, 2.873], [-4.497, 7.292, 2.364], [-4.349, 6.315, 1.103], [-3.658, 4.884, 1.460], [-2.292, 4.802, 1.024], [-5.649, 8.385, 1.978], [-6.254, 9.081, 3.297], [-7.857, 8.832, 3.283], [-8.420, 7.898, 3.868], [-8.698, 9.773, 2.583], [-5.254, 9.299, 0.924], [-3.854, 10.140, 1.276], [-3.980, 11.167, 2.368], [-3.490, 10.900, 0.010], [-2.456, 8.995, 1.822], [-1.867, 8.371, 0.616], [-4.441, 5.577, 5.295], [-3.611, 6.388, 6.719], [-4.299, 7.419, 5.263], [-3.458, 8.654, 3.764], [-4.979, 6.661, 3.205], [-5.426, 6.035, 0.783], [-3.884, 6.800, 0.172], [-4.309, 4.011, 1.075], [-3.726, 4.805, 2.612], [-6.503, 7.743, 1.535], [-5.871, 8.513, 4.212], [-6.124, 10.210, 3.353], [-1.682, 9.675, 2.317], [-2.402, 8.602, -0.247], [-1.865, 7.343, 0.643], [1.084, 0.327, 3.802], [-0.434, 0.200, 3.531], [-0.804, -1.271, 3.253], [-0.397, -1.749, 1.865], [-0.946, -0.813, 0.793], [-0.555, 0.663, 1.023], [-0.826, 1.123, 2.422], [-2.166, 1.338, 2.529], [0.941, 0.852, 0.672], [-1.285, 1.532, -0.036], [-1.063, 0.595, 4.896], [1.714, -0.008, 2.981], [1.354, 1.361, 4.033], [1.375, -0.286, 4.660], [-1.889, -1.407, 3.355], [-0.348, -1.928, 4.001], [0.693, -1.826, 1.793], [-0.784, -2.759, 1.698], [-0.592, -1.146, -0.188], [-2.038, -0.911, 0.772], [1.323, 1.802, 1.057], [1.095, 0.864, -0.411], [1.579, 0.046, 1.034], [-2.372, 1.419, 0.001], [-0.985, 1.244, -1.048], [-1.043, 2.591, 0.091], [-0.867, 1.645, 5.135], [-0.644, -0.010, 5.705], [-2.144, 0.435, 4.923], [5.889, -0.850, -2.344], [4.566, -1.572, -1.999], [4.685, -3.078, -2.307], [4.611, -3.404, -3.791], [3.358, -2.797, -4.413], [3.234, -1.279, -4.159], [3.432, -0.915, -2.719], [2.289, -1.241, -2.057], [4.255, -0.529, -5.051], [1.861, -0.803, -4.705], [4.477, -1.411, -0.456], [6.188, -0.937, -3.386], [5.829, 0.215, -2.099], [6.720, -1.270, -1.768], [3.882, -3.626, -1.801], [5.621, -3.478, -1.903], [5.511, -3.050, -4.303], [4.592, -4.490, -3.925], [3.359, -2.999, -5.489], [2.482, -3.316, -4.007], [4.382, 0.508, -4.724], [3.919, -0.495, -6.092], [5.233, -1.006, -5.090], [1.020, -1.331, -4.251], [1.788, -0.983, -5.782], [1.725, 0.271, -4.541], [4.353, -0.361, -0.171], [5.390, -1.776, 0.023], [3.652, -1.982, -0.020], [0.164, -9.132, -3.530], [1.606, -8.602, -3.346], [2.355, -9.452, -2.299], [1.936, -9.158, -0.864], [2.045, -7.667, -0.567], [1.269, -6.791, -1.574], [1.567, -7.147, -3.002], [2.793, -6.628, -3.313], [-0.249, -6.915, -1.292], [1.571, -5.302, -1.259], [2.256, -8.878, -4.730], [-0.436, -9.119, -2.624], [-0.367, -8.558, -4.295], [0.176, -10.177, -3.856], [3.435, -9.274, -2.382], [2.210, -10.518, -2.498], [0.917, -9.517, -0.685], [2.580, -9.714, -0.175], [1.685, -7.478, 0.450], [3.106, -7.389, -0.570], [-0.841, -6.526, -2.125], [-0.533, -6.342, -0.404], [-0.571, -7.934, -1.079], [2.637, -5.071, -1.301], [1.245, -5.042, -0.248], [1.045, -4.639, -1.954], [1.792, -8.274, -5.516], [2.137, -9.930, -5.009], [3.331, -8.679, -4.737]], "atomic_forces_ev_per_a": [[-0.1, -0.8, -1.0], [0.6, 1.6, -1.8], [-1.8, 1.4, -0.8], [-0.6, -1.6, 2.8], [-2.0, 0.8, 0.4], [0.2, 0.2, 1.3], [-0.3, 0.0, -1.0], [-0.5, -1.1, -0.4], [-1.1, 0.7, 0.9], [-2.1, 0.1, 0.5], [-0.6, -1.7, 1.1], [-1.7, 0.2, -0.5], [-1.8, -2.1, 1.8], [2.2, 3.7, -2.5], [2.3, -1.7, 1.2], [1.8, 0.1, 1.4], [1.4, 6.8, -1.5], [-0.6, -3.6, -1.4], [-1.1, -3.7, 2.9], [-0.5, -1.5, -0.4], [-1.1, -0.1, -0.4], [1.0, 1.3, 0.5], [0.1, 0.3, -1.7], [1.1, -1.5, 0.8], [0.6, -0.9, -1.4], [1.0, 1.1, -1.2], [1.6, 0.5, 0.5], [-0.6, -0.7, 1.6], [1.6, 1.4, 0.1], [0.7, -0.1, -1.8], [1.5, 1.2, 0.4], [-0.7, 1.1, -1.2], [0.3, -1.6, -0.1], [-1.5, -0.6, -0.5], [0.7, 0.2, 0.9], [0.1, 0.6, 0.4], [0.3, -0.1, -0.2], [1.4, -0.2, 1.7], [-0.3, -0.1, -0.4], [0.0, 0.0, 0.0], [-0.1, -0.2, 0.3], [1.2, 0.3, -1.8], [-4.2, -1.2, 0.0], [2.4, 0.3, -0.1], [0.3, 0.0, 0.1], [-0.5, 0.1, 0.5], [-0.6, 0.3, -0.4], [-0.1, 0.1, -0.1], [-0.1, -0.1, -0.1], [-0.2, 0.1, 0.0], [0.1, 0.2, 0.0], [0.0, 0.3, 0.1], [0.0, 0.0, 0.0], [0.0, 0.1, 0.0], [0.1, 0.3, 0.0], [0.0, 0.2, 0.1], [-0.1, -0.1, 0.1], [-0.2, -0.1, 0.1], [0.0, 0.1, 0.1], [0.1, 0.1, 0.2], [0.2, -0.2, 0.3], [-0.1, -0.1, 0.1], [0.0, -0.1, -0.1], [0.2, 0.0, -0.3], [0.1, 0.1, -0.2], [0.2, 0.0, -0.3], [2.0, 0.4, 0.9], [-0.3, -0.2, -0.3], [0.0, 0.0, -0.1], [0.1, -0.2, 0.4], [0.1, 0.6, -2.1], [-3.0, -2.8, 1.5], [1.8, 1.2, -1.0], [0.3, 0.1, 0.0], [-0.2, -0.1, 0.7], [-0.8, 0.0, -0.2], [-0.1, 0.0, 0.0], [-0.1, -0.1, 0.0], [-0.3, 0.0, 0.1], [0.0, 0.3, 0.0], [0.0, 0.3, 0.1], [0.0, 0.0, 0.0], [0.0, 0.1, 0.0], [-0.1, 0.3, 0.1], [0.0, 0.2, 0.1], [0.0, -0.1, 0.0], [-0.2, -0.1, 0.2], [0.0, 0.1, 0.1], [0.2, 0.1, 0.2], [0.3, 0.0, 0.1], [0.0, -0.1, 0.1], [0.0, -0.1, -0.1], [0.0, 0.0, -0.4], [0.0, 0.1, -0.2], [-0.3, 0.0, 0.3], [-1.1, -1.6, -1.1], [0.3, 0.3, 0.4], [0.0, 0.0, 0.0], [0.2, -0.3, -0.2], [-1.4, 0.8, 1.3], [4.4, 0.4, 0.4], [-2.6, -0.5, 0.2], [-0.2, -0.2, -0.1], [0.5, -0.1, -0.6], [0.4, 0.6, 0.2], [0.0, 0.1, 0.0], [0.1, 0.0, 0.1], [0.2, 0.2, 0.0], [-0.1, 0.1, -0.1], [-0.1, 0.2, -0.3], [0.0, 0.0, 0.0], [-0.1, 0.0, 0.0], [-0.1, 0.2, -0.2], [-0.1, 0.1, -0.2], [0.1, -0.1, 0.0], [0.3, 0.0, -0.1], [0.0, 0.0, -0.1], [-0.1, -0.2, -0.2], [-0.1, -0.3, -0.1], [0.1, -0.1, 0.0], [0.0, 0.0, 0.1], [-0.2, 0.1, 0.3], [-0.2, 0.2, 0.1]], "mulliken_charge": [-0.85, 0.13, -0.18, -0.33, -0.10, 0.09, 0.13, -0.71, -0.24, -0.34, -0.25, -0.03, 0.33, -0.49, -0.27, -0.43, 1.13, -0.65, -0.65, -0.30, -0.52, 0.23, 0.42, 0.09, 0.47, 0.35, 0.39, 0.18, 0.33, 0.08, 0.58, 0.02, 0.42, 0.39, 0.36, 0.26, -1.65, 1.72, -1.41, -0.01, -1.33, 1.89, 0.45, -0.58, -1.60, -1.73, -1.76, 0.29, 0.39, 0.45, 0.37, 0.41, 0.05, 0.39, 0.25, 0.37, 0.33, 0.49, -0.03, 0.36, 0.41, 0.39, 0.35, 0.43, 0.35, -1.77, 1.88, -0.44, -0.54, -1.33, 1.94, 0.21, -0.33, -1.85, -1.91, -1.77, 0.30, 0.40, 0.43, -0.48, 0.42, 0.40, 0.51, 0.34, 0.27, 0.37, 0.48, 0.32, 0.29, 0.46, 0.46, 0.49, 0.45, 0.17, -1.62, 1.61, -1.20, -0.55, -1.28, 2.33, 0.27, -0.43, -2.04, -2.26, -1.86, 0.29, 0.39, 0.43, 0.37, 0.39, 0.32, 0.39, 0.39, 0.37, 0.37, 0.44, 0.42, 0.07, 0.46, 0.54, 0.45, 0.42, 0.36]}